(1)
{"formula": "C5H14N2O", "method": "wB97M-V/def2-TZVPD", "e_above_lowest_kj_mol": 189.2, "e_homo_ev": -9.08, "elements": ["H", "N", "C", "N", "C", "C", "C", "C", "H", "H", "H", "H", "H", "H", "H", "H", "H", "H", "H", "O", "H", "H"], "positions_angstrom": [[-2.59452, -0.82312, -2.84798], [-2.73048, -0.19765, -2.05893], [-1.68355, 0.15807, -1.46642], [-0.37530, -0.12680, -1.83943], [0.70574, -0.00775, -0.89228], [0.88188, 1.35363, -0.20851], [0.14934, 1.60541, 1.11573], [-0.12548, 0.37334, 1.96391], [-1.74866, 0.77888, -0.57627], [-0.16697, -0.02502, -2.81772], [1.64056, -0.24631, -1.40428], [0.57361, -0.79552, -0.13644], [1.95292, 1.51944, -0.08121], [0.62391, 2.14697, -0.91718], [0.67644, 2.33750, 1.73309], [-0.80578, 2.09712, 0.88564], [-0.83988, -0.32762, 1.53524], [0.78335, -0.20986, 2.16216], [-0.39009, 0.67507, 2.97362], [1.22472, -3.46464, 1.34213], [1.30969, -4.14287, 0.66604], [0.93857, -2.67826, 0.86911]], "forces_ev_per_angstrom": [[0.35, 0.07, -0.08], [-1.11, 0.08, 0.00], [0.98, -0.07, -0.20], [-0.36, 0.02, -0.13], [0.24, -0.02, 0.29], [0.48, 0.50, -0.15], [-0.65, 0.08, -0.13], [0.90, -0.24, 0.48], [-0.21, -0.09, 0.21], [0.04, -0.18, 0.00], [-0.19, -0.04, -0.11], [0.15, 0.22, -0.08], [0.12, -0.25, 0.32], [-0.19, -0.13, -0.07], [0.21, -0.07, -0.21], [0.04, -0.14, 0.13], [-0.27, 0.19, 0.11], [0.11, 0.06, -0.36], [-0.65, 0.01, -0.02], [0.03, 0.00, 0.04], [-0.01, -0.02, -0.01], [-0.03, 0.01, -0.02]], "mulliken_charge": [0.2217, -0.6409, 0.0394, -0.3300, -0.0276, -0.6641, -0.4231, -1.1312, 0.3485, 0.2384, 0.3971, -0.2699, 0.3818, 0.2675, 0.3669, 0.3358, 0.2784, 0.2904, 0.3885, -0.6639, 0.2995, 0.2969]}

---

(2)
{"formula": "C5H14N2O", "method": "wB97M-V/def2-TZVPD", "charge": 2, "e_above_lowest_kj_mol": 200.0, "e_homo_ev": -18.05, "elements": ["C", "C", "C", "C", "C", "N", "N", "H", "H", "H", "H", "H", "H", "H", "H", "H", "H", "H", "H", "H", "H", "O"], "positions_angstrom": [[-0.05695, 0.12833, 1.09889], [0.44225, 0.35040, -0.33642], [0.52138, -0.82721, -1.22959], [-0.28287, -1.92601, -1.18425], [2.59483, -1.50190, -2.06331], [1.61715, -0.68994, -2.20908], [-0.40010, 1.46487, 1.82542], [0.68974, -0.41325, 1.74713], [-1.13141, -0.40045, 1.05963], [-0.10943, 1.18814, -0.78288], [1.58874, 0.65296, -0.28038], [-1.25696, -1.91690, -0.55026], [-0.02844, -2.65992, -2.01381], [2.65711, -2.41342, -1.44023], [3.47881, -1.18295, -2.67927], [1.62494, 0.22439, -2.64862], [-1.06092, 2.11401, 1.26103], [0.46125, 2.03702, 1.83236], [-0.77919, 1.26880, 2.76675], [-3.61136, 1.90989, 2.54313], [-3.79048, 1.18482, 1.34083], [-3.16810, 1.40833, 1.94289]], "forces_ev_per_angstrom": [[-2.71, -0.98, 0.35], [2.83, 1.75, 0.90], [-2.57, -1.95, 0.13], [0.49, 1.42, -1.36], [2.20, 1.27, -2.40], [-1.22, -1.58, 3.28], [0.59, 0.84, -2.21], [-1.06, 0.48, -0.67], [2.63, 0.87, 0.36], [0.13, -0.11, -0.14], [-2.26, 0.12, 0.23], [2.20, -0.53, -1.14], [-1.03, 0.46, 1.47], [-0.63, 0.75, -0.24], [-0.58, -0.91, 0.63], [0.64, -0.18, -0.74], [0.48, -1.78, 1.33], [-0.23, -0.35, 0.80], [0.10, 0.38, -0.53], [-1.95, 2.35, 2.99], [-3.09, -1.30, -3.14], [5.05, -1.00, 0.11]], "mulliken_charge": [-0.5360, -0.4677, 0.3251, -0.7461, -0.1096, -0.0544, -0.3587, 0.2875, 0.2976, 0.3424, 0.3501, 0.2505, 0.3037, 0.3320, 0.2784, 0.3409, 0.3947, 0.3736, 0.3734, 0.2834, 0.2804, -0.5412]}

---

Number 2 is which compound?
C5H14N2O